Record 1
DFT (the ωB97M-V functional and the def2-TZVPD basis) results for a structure of composition C45H62N5OPSTi.

Summary:
Strongest force on any atom (Eh/bohr): 0.03086
Total charge: +2

CARTESIAN COORDINATES (ANGSTROEM)
Ti (0.300, -0.848, 0.974)
N (2.429, 2.129, 1.990)
C (1.546, 1.154, 2.049)
S (1.801, -0.241, 2.988)
N (0.450, 1.178, 1.225)
N (-0.671, 0.619, 1.866)
C (-1.383, 1.337, 2.673)
C (-1.191, 2.789, 2.865)
C (-1.366, 3.324, 4.145)
C (-1.240, 4.686, 4.361)
C (-0.981, 5.537, 3.297)
C (-0.832, 5.019, 2.014)
C (-0.917, 3.657, 1.798)
C (-2.459, 0.716, 3.506)
C (-3.742, 1.252, 3.521)
C (-4.677, 0.699, 4.381)
C (-4.290, -0.335, 5.216)
C (-2.977, -0.780, 5.148)
N (-2.079, -0.274, 4.308)
H (3.285, 2.056, 2.517)
H (2.207, 2.992, 1.518)
H (-1.574, 2.669, 4.982)
H (-1.354, 5.086, 5.359)
H (-0.906, 6.604, 3.463)
H (-0.654, 5.684, 1.178)
H (-0.809, 3.264, 0.797)
H (-3.997, 2.086, 2.884)
H (-5.688, 1.084, 4.408)
H (-4.982, -0.778, 5.918)
H (-2.625, -1.574, 5.796)
C (-4.198, 2.567, 0.212)
C (-4.129, 1.053, 0.028)
C (-5.216, 0.603, -0.962)
C (-2.797, 0.547, -0.478)
C (-2.007, 1.299, -1.325)
C (-0.873, 0.790, -1.959)
C (-0.280, 1.633, -3.075)
C (-1.044, 1.354, -4.382)
C (-0.348, 3.143, -2.807)
C (-0.476, -0.544, -1.712)
C (-1.384, -1.379, -0.972)
C (-2.450, -0.789, -0.292)
C (-1.552, -2.864, -1.311)
C (-2.100, -3.776, -0.203)
C (-2.565, -2.924, -2.472)
C (0.644, -1.211, -2.490)
C (0.269, -1.749, -3.724)
C (1.108, -2.544, -4.485)
C (2.365, -2.845, -3.995)
C (2.780, -2.274, -2.804)
C (1.971, -1.421, -2.049)
P (2.705, -0.527, -0.596)
C (4.238, -1.513, 0.001)
C (4.775, -0.842, 1.280)
C (3.773, -2.911, 0.425)
C (5.419, -1.657, -0.994)
C (3.388, 1.063, -1.466)
C (2.368, 2.197, -1.242)
C (3.576, 0.860, -2.977)
C (4.720, 1.569, -0.901)
H (-5.144, 2.831, 0.689)
H (-4.172, 3.086, -0.748)
H (-3.383, 2.956, 0.824)
H (-4.325, 0.563, 0.986)
H (-5.038, 1.045, -1.944)
H (-6.200, 0.925, -0.619)
H (-5.234, -0.483, -1.075)
H (-2.315, 2.310, -1.557)
H (0.755, 1.336, -3.228)
H (-2.115, 1.515, -4.241)
H (-0.890, 0.344, -4.750)
H (-0.699, 2.043, -5.154)
H (-1.350, 3.527, -3.003)
H (0.327, 3.666, -3.486)
H (-0.074, 3.405, -1.785)
H (-3.138, -1.432, 0.250)
H (-0.599, -3.255, -1.665)
H (-3.190, -3.753, -0.180)
H (-1.755, -3.513, 0.791)
H (-1.811, -4.807, -0.404)
H (-3.553, -2.633, -2.112)
H (-2.630, -3.942, -2.858)
H (-2.311, -2.261, -3.296)
H (-0.729, -1.561, -4.089)
H (0.768, -2.937, -5.434)
H (3.032, -3.496, -4.544)
H (3.781, -2.485, -2.475)
H (5.314, 0.075, 1.078)
H (5.482, -1.533, 1.745)
H (3.987, -0.647, 2.004)
H (3.080, -2.853, 1.266)
H (4.644, -3.478, 0.760)
H (3.313, -3.457, -0.399)
H (5.359, -1.012, -1.862)
H (5.516, -2.684, -1.346)
H (6.352, -1.415, -0.482)
H (2.298, 2.812, -2.138)
H (2.703, 2.854, -0.440)
H (1.374, 1.838, -0.989)
H (2.646, 0.627, -3.494)
H (4.290, 0.077, -3.220)
H (3.963, 1.793, -3.393)
H (4.655, 1.796, 0.162)
H (4.949, 2.507, -1.413)
H (5.554, 0.895, -1.077)
N (1.009, -4.819, 0.529)
C (0.713, -3.646, 1.036)
O (0.844, -2.591, 0.346)
C (0.225, -3.464, 2.427)
C (-0.521, -2.122, 2.451)
H (1.348, -4.901, -0.419)
H (0.912, -5.660, 1.076)
H (1.106, -3.415, 3.075)
H (-0.371, -4.319, 2.756)
H (-0.479, -1.684, 3.437)
H (-1.579, -2.263, 2.214)


Record 2
DFT (the ωB97M-V functional and the def2-TZVPD basis) results for a cluster of 3 separate species, C45H66Cl2F3N3O8S in total.

Summary:
Strongest force on any atom (Eh/bohr): 0.04382
SMILES: CC(C)CCc1c2c(cc(Cl)c1N(C(=O)F)C(=O)F)Sc1c(cc(CCCCn3cccc3)c(CCCF)c1CCCCl)N2.COCCOCCOC.COCCOCCOC

CARTESIAN COORDINATES (ANGSTROEM)
C (-4.191, 2.864, 1.518)
C (-2.916, 3.085, 2.417)
C (-3.272, 4.226, 3.403)
C (-1.676, 3.488, 1.568)
C (-0.726, 2.306, 1.220)
C (-1.557, 1.072, 0.831)
C (-2.161, 1.049, -0.425)
C (-2.946, -0.065, -0.768)
C (-3.097, -1.146, 0.076)
C (-2.452, -1.110, 1.303)
Cl (-2.630, -2.522, 2.325)
C (-1.704, -0.018, 1.716)
N (-1.036, 0.087, 3.003)
C (-1.924, -0.044, 4.098)
O (-3.118, -0.136, 4.012)
F (-1.363, 0.001, 5.320)
C (0.118, -0.727, 3.133)
O (0.323, -1.566, 3.957)
F (1.089, -0.444, 2.239)
S (-3.708, 0.025, -2.392)
C (-2.345, 0.729, -3.332)
C (-1.615, 1.717, -2.659)
C (-0.541, 2.250, -3.346)
C (-0.195, 1.844, -4.640)
C (1.047, 2.514, -5.253)
C (2.303, 1.716, -4.751)
C (3.549, 1.962, -5.639)
C (3.820, 0.880, -6.710)
N (4.658, -0.232, -6.274)
C (4.774, -1.350, -7.034)
C (5.585, -2.304, -6.466)
C (6.002, -1.651, -5.243)
C (5.446, -0.406, -5.167)
C (-0.961, 0.881, -5.321)
C (-0.628, 0.449, -6.752)
C (0.418, -0.695, -6.862)
C (-0.165, -2.109, -6.643)
F (-0.467, -2.301, -5.303)
C (-2.053, 0.326, -4.623)
C (-2.965, -0.731, -5.255)
C (-4.250, 0.037, -5.762)
C (-5.565, -0.748, -5.523)
Cl (-6.911, 0.424, -5.213)
N (-1.977, 2.151, -1.328)
H (-5.033, 3.379, 1.996)
H (-4.433, 1.791, 1.452)
H (-4.004, 3.223, 0.497)
H (-2.720, 2.190, 3.026)
H (-3.524, 5.162, 2.875)
H (-4.130, 3.958, 4.040)
H (-2.415, 4.468, 4.058)
H (-2.035, 3.955, 0.641)
H (-1.087, 4.201, 2.170)
H (-0.054, 2.040, 2.046)
H (-0.085, 2.514, 0.349)
H (-3.688, -2.000, -0.249)
H (0.052, 3.015, -2.839)
H (1.107, 3.565, -4.940)
H (1.063, 2.423, -6.347)
H (2.055, 0.657, -4.596)
H (2.545, 2.113, -3.748)
H (3.470, 2.921, -6.179)
H (4.458, 2.052, -5.024)
H (2.864, 0.458, -7.050)
H (4.307, 1.331, -7.591)
H (4.253, -1.431, -7.990)
H (5.850, -3.284, -6.840)
H (6.668, -2.150, -4.543)
H (5.585, 0.325, -4.376)
H (-0.208, 1.338, -7.252)
H (-1.575, 0.232, -7.266)
H (0.760, -0.700, -7.914)
H (1.252, -0.513, -6.172)
H (-1.090, -2.194, -7.238)
H (0.572, -2.835, -7.016)
H (-3.246, -1.507, -4.533)
H (-2.500, -1.143, -6.154)
H (-4.179, 0.315, -6.824)
H (-4.312, 0.981, -5.199)
H (-5.841, -1.288, -6.435)
H (-5.441, -1.442, -4.684)
H (-2.870, 2.644, -1.405)
C (-5.928, 3.289, 11.014)
O (-4.873, 2.851, 10.183)
C (-3.861, 2.120, 10.857)
C (-3.465, 0.859, 10.105)
O (-4.449, -0.161, 10.037)
C (-5.640, 0.083, 9.303)
C (-5.480, 0.239, 7.800)
O (-4.770, 1.415, 7.455)
C (-3.732, 1.217, 6.509)
H (-5.698, 4.272, 11.435)
H (-6.824, 3.376, 10.395)
H (-6.148, 2.576, 11.814)
H (-4.167, 1.854, 11.874)
H (-2.981, 2.772, 10.922)
H (-2.626, 0.423, 10.655)
H (-3.081, 1.095, 9.112)
H (-6.193, 0.921, 9.729)
H (-6.264, -0.800, 9.467)
H (-6.478, 0.317, 7.350)
H (-4.994, -0.654, 7.393)
H (-3.253, 0.250, 6.631)
H (-2.980, 1.991, 6.680)
H (-4.129, 1.321, 5.500)
C (9.639, -3.240, -0.341)
O (8.280, -3.281, -0.723)
C (7.904, -4.457, -1.424)
C (6.596, -5.035, -0.910)
O (6.604, -5.568, 0.403)
C (6.815, -4.658, 1.474)
C (5.716, -3.625, 1.678)
O (5.659, -2.714, 0.590)
C (4.368, -2.483, 0.059)
H (10.244, -2.790, -1.133)
H (9.713, -2.616, 0.552)
H (10.027, -4.231, -0.084)
H (8.688, -5.219, -1.379)
H (7.758, -4.175, -2.475)
H (6.349, -5.871, -1.570)
H (5.783, -4.318, -1.021)
H (7.792, -4.180, 1.396)
H (6.859, -5.274, 2.377)
H (5.937, -3.047, 2.583)
H (4.759, -4.134, 1.828)
H (3.739, -3.378, 0.106)
H (4.486, -2.214, -0.991)
H (3.887, -1.655, 0.588)


no.,E_HOMO (eV),energy (Ha)
1,-13.548,-3689.54033
2,-8.407,-4138.52303